Computed, not measured: a cluster of 2 separate species, C3H5ClS in total in a non-equilibrium geometry, with ωB97M-V/def2-TZVPD.

Relative energy (zero: lowest compared OMol25 entry of this formula, charge and spin) (kcal per mole): 79.65
Frontier orbital gap (eV): 8.817
Energy (eV): -26545.518

The geometry in XYZ format:
```
10
Properties=species:S:1:pos:R:3:forces:R:3
C -3.47138 -0.75565 1.69173 0.057 1.469 -0.883
C 0.16425 0.12876 0.49410 1.435 1.339 -0.325
C 0.28954 -1.15219 0.27686 -1.470 -2.243 -1.066
S -3.11107 0.53431 0.61915 0.283 -2.126 0.258
Cl 0.83295 -1.68726 -1.36720 -0.163 0.229 1.260
H -4.25553 -0.30235 2.35240 0.393 -0.101 -0.260
H -0.16015 0.61808 1.38435 -0.487 -0.368 0.695
H 0.60125 0.84204 -0.21009 -0.194 -0.331 -0.048
H -2.16637 -0.13985 -0.19229 -1.001 0.806 0.832
H -0.23024 -2.00703 0.81710 1.148 1.325 -0.463
```
Forces are in eV/Å.

Computed, not measured: a cluster of 2 separate species, C7H21N3P in total in a non-equilibrium geometry, with ωB97M-V/def2-TZVPD.

Charge: +1
Relative energy (zero: lowest compared OMol25 entry of this formula, charge and spin) (kcal per mole): 0.00
Frontier orbital gap (eV): 7.902
Energy (eV): -21349.426

The geometry in XYZ format:
```
32
Properties=species:S:1:pos:R:3:forces:R:3
C -3.23838 -0.29628 0.61085 2.811 0.614 1.337
C -3.64752 1.24055 -1.14642 -2.191 2.026 -0.082
C 0.38357 -1.46930 -1.16029 -0.912 -0.767 -1.636
C 1.25492 -2.75457 0.76144 2.204 0.052 0.233
C 3.19970 1.78296 0.94336 -2.712 3.162 -0.210
C 3.58877 -0.12792 -0.36930 0.446 0.548 -0.465
C 0.00847 1.25491 0.12623 -0.250 1.193 1.569
N -2.96747 1.06225 0.11163 0.528 -3.071 -2.870
N 0.87504 -1.44921 0.16575 0.964 -0.340 1.261
N 2.77750 0.62568 0.24427 -0.881 -2.180 0.231
P 1.02247 -0.06810 1.06176 -0.142 1.071 -1.756
H -3.21933 -0.20976 1.74385 0.232 -0.696 -1.339
H -4.18481 -0.63139 0.32120 -1.548 -0.689 -0.434
H -2.43020 -1.01744 0.18335 -1.315 0.967 0.987
H -3.48155 0.35264 -1.68531 0.059 -0.933 -1.111
H -4.77126 1.43985 -1.08886 0.952 -0.903 0.427
H -3.42180 2.12278 -1.76143 1.049 -0.234 0.343
H -0.11604 -2.44037 -1.45187 0.823 0.883 0.475
H -0.39082 -0.73426 -1.19696 -0.572 0.461 -0.534
H 1.15268 -1.19590 -1.89674 -0.197 -0.273 -0.027
H 1.68446 -3.52299 0.05477 -1.221 0.970 0.169
H 2.12698 -2.70737 1.46905 -0.842 0.637 -0.348
H 0.41589 -3.05298 1.33068 -0.755 -1.149 0.356
H 2.36743 1.91227 1.77018 1.967 0.411 -1.447
H 4.13236 1.59163 1.37500 1.427 0.130 0.809
H 3.23710 2.71922 0.21703 -0.177 -1.858 1.693
H 3.23911 -1.10863 -0.75600 0.413 0.775 0.233
H 4.62207 0.29039 -0.52195 -0.872 -0.943 -0.027
H -3.16037 1.70257 0.76733 -1.085 2.893 2.699
H 0.15716 1.37820 -0.94072 1.278 0.506 -0.064
H -0.17125 2.28037 0.73627 1.214 -2.320 -1.419
H -1.04486 1.03023 -0.01819 -0.697 -0.943 0.947
```
Forces are in eV/Å.

Computed, not measured: the molecule C17H22NPS in a non-equilibrium geometry, with ωB97M-V/def2-TZVPD.

SMILES: CN(C)CCCP(=S)(c1ccccc1)c1ccccc1
Frontier orbital gap (eV): 8.438
Energy (eV): -39600.208

The geometry in XYZ format:
```
42
Properties=species:S:1:pos:R:3:forces:R:3
S -1.63363 -0.47185 -1.92973 -0.083 -0.051 0.453
C 1.87486 -3.31918 1.52777 0.027 0.097 -0.770
C -5.01005 -0.11073 2.56017 0.399 0.722 0.265
C 1.07522 -2.61779 2.43323 -0.468 0.109 -0.811
C 1.82881 -3.05452 0.14723 -1.079 0.843 0.109
C -4.41692 1.11620 2.20715 -0.283 -0.657 -0.412
C -4.39507 -1.28939 2.16615 -0.084 -0.176 -0.275
C 0.14583 -1.69220 1.94609 0.260 0.559 -0.603
C 0.86517 -2.13147 -0.34199 0.402 0.000 0.854
C -3.25994 1.11583 1.40970 -0.177 -0.219 0.884
C -3.23623 -1.28333 1.42359 0.800 0.113 -0.328
C 0.04279 -1.41648 0.54184 0.044 -0.582 1.719
C -2.62452 -0.09053 1.05252 0.070 0.520 -0.034
N 2.57529 1.83387 -2.36758 -0.273 0.999 0.703
C 3.70186 0.98263 -2.01335 -0.281 0.357 -1.329
C 2.62594 2.52891 -3.65564 -0.138 -1.158 0.104
C 1.28621 1.31550 -1.90349 0.380 0.906 0.093
C 1.13152 1.52351 -0.39306 -0.297 1.138 -0.050
C -0.32407 1.46792 0.15230 1.017 -0.502 0.733
P -1.14212 -0.13928 -0.04806 -0.508 -0.201 -1.300
H 2.51148 -4.11353 1.89042 0.261 0.118 0.060
H -5.89072 -0.10886 3.20201 0.119 -0.119 -0.302
H 1.16336 -2.82081 3.49475 -0.118 0.039 -0.095
H 2.50148 -3.50946 -0.58696 -0.297 -0.120 0.517
H -4.90834 2.05866 2.50134 0.470 -0.547 -0.185
H -4.77337 -2.27620 2.34403 -0.585 -0.138 0.518
H -0.47956 -1.12850 2.65522 0.263 -0.326 -0.377
H 0.75327 -1.93699 -1.39752 0.077 -0.055 -0.175
H -2.85599 2.09173 1.19913 0.321 0.023 -0.384
H -2.77165 -2.22652 1.13584 -0.161 0.156 0.032
H 3.72101 0.75972 -0.96505 -0.232 -0.182 0.606
H 3.69635 0.03045 -2.58758 0.110 0.170 0.182
H 4.63466 1.51102 -2.21421 0.019 -0.036 -0.176
H 1.68195 3.04702 -3.86917 0.307 0.108 0.438
H 2.70015 1.78497 -4.46796 0.326 0.218 -0.197
H 3.47748 3.22886 -3.69910 -0.364 -0.284 0.005
H 0.42814 1.79232 -2.39451 0.432 0.028 -0.175
H 1.23477 0.27676 -2.12335 -0.330 -1.162 -0.343
H 1.77299 0.83613 0.14384 0.010 -0.241 0.261
H 1.53113 2.54546 -0.19543 -0.306 -0.617 0.018
H -0.93914 2.27660 -0.21188 -0.273 0.033 -0.548
H -0.30045 1.61353 1.23133 0.224 0.113 0.311
```
Forces are in eV/Å.

Computed, not measured: a structure of composition C20H26ClN3O7STi in a non-equilibrium geometry, with ωB97M-V/def2-TZVPD.

Charge: +1
Relative energy (zero: lowest compared OMol25 entry of this formula, charge and spin) (kcal per mole): 1.10
2S+1: 2
Frontier orbital gap (alpha / beta) (eV): 5.863 / 7.903
Expectation value of S²: 0.76
Energy (eV): -86437.141

The geometry in XYZ format:
```
59
Properties=species:S:1:pos:R:3:forces:R:3
Ti -0.79723 0.23133 -0.20843 0.944 -0.535 -0.429
O -3.28597 -0.20730 3.06738 0.098 -0.076 -0.362
C -2.73096 -0.15117 1.87109 0.846 0.024 0.585
O -1.48363 -0.17839 1.70178 -0.923 -0.120 0.546
C -3.56214 -0.06670 0.70902 -0.646 0.003 -0.981
C -4.95480 -0.19699 0.58502 0.360 0.018 0.369
C -5.50081 -0.17434 -0.67342 0.116 0.050 -0.564
C -4.67269 -0.01253 -1.81088 -0.541 -0.014 0.302
C -3.33159 0.13302 -1.61828 0.236 0.028 0.571
N -2.79097 0.09831 -0.38287 -0.958 0.004 -0.055
C -2.26976 0.33428 -2.65725 1.219 0.205 0.382
O -2.44852 0.38908 -3.83517 -0.263 -0.023 -0.099
O -1.05484 0.43284 -2.05821 -1.037 -0.145 -0.751
H -2.58746 -0.24300 3.73762 0.028 -0.002 0.089
H -5.56937 -0.32436 1.46473 0.009 0.001 0.024
H -6.56877 -0.28380 -0.79763 -0.006 0.003 -0.021
H -5.07482 0.01177 -2.81398 -0.016 -0.006 0.000
N -1.97040 3.47195 -1.32146 -0.099 -0.103 -0.078
C -1.21610 4.14235 -0.27880 0.160 0.329 0.161
C -0.28609 3.24947 0.51985 -0.211 -1.068 0.024
O 0.60181 3.66388 1.21866 0.052 0.239 -0.001
O -0.56451 1.94446 0.43765 0.281 1.077 0.155
H -1.39172 3.27610 -2.13023 0.032 -0.007 0.031
H -2.72160 4.07154 -1.63958 0.027 -0.006 0.004
H -1.91841 4.54033 0.45984 0.019 0.030 -0.042
H -0.59984 4.98746 -0.60566 -0.083 -0.011 -0.039
Cl -1.32941 -5.35806 1.54482 0.018 0.033 -0.054
C -0.94556 -4.28028 0.25142 -0.053 -0.051 0.212
C -0.57075 -4.75888 -0.98961 0.025 0.003 -0.098
C -0.27097 -3.83517 -1.97743 0.002 0.012 0.034
C -0.35556 -2.48613 -1.68925 0.005 0.040 0.047
N -0.72995 -2.03083 -0.48447 0.061 -0.020 -0.056
C -1.01714 -2.91646 0.47248 0.018 0.035 -0.122
H -0.51547 -5.82300 -1.17221 -0.002 -0.008 0.001
H 0.02910 -4.14963 -2.96632 -0.002 -0.033 -0.001
H -0.12185 -1.73478 -2.43178 -0.005 -0.013 0.013
H -1.30464 -2.52767 1.43963 0.012 -0.059 -0.002
C 4.96706 2.58149 0.08883 0.054 0.053 0.064
C 4.53488 1.67336 -1.05250 0.024 -0.104 -0.068
C 3.78642 0.43245 -0.57819 0.106 -0.208 0.047
S 2.25402 0.91465 0.23211 -0.754 0.056 -0.772
O 1.19154 -0.07252 -0.38390 0.756 0.357 0.722
C 2.46046 0.40047 1.93375 0.140 -0.002 0.144
C 2.17909 -1.06622 2.23095 -0.134 0.053 0.062
C 3.18309 -2.06018 1.67131 0.063 -0.060 -0.064
H 5.53254 3.43239 -0.28628 0.009 0.006 -0.014
H 5.60724 2.04817 0.79494 0.007 -0.017 0.001
H 4.11608 2.98748 0.64133 -0.046 -0.021 -0.020
H 5.40939 1.32554 -1.60567 0.009 0.020 -0.005
H 3.91377 2.21553 -1.76829 -0.022 0.041 0.029
H 4.38064 -0.16803 0.10852 0.060 0.014 -0.012
H 3.45860 -0.20446 -1.40093 0.017 0.030 -0.016
H 1.79631 1.06226 2.49240 -0.057 -0.016 -0.042
H 3.48649 0.70104 2.16620 -0.011 -0.066 0.105
H 1.17721 -1.31600 1.86929 0.036 0.048 0.014
H 2.12779 -1.14282 3.31958 0.067 -0.057 -0.005
H 3.15353 -2.09715 0.58144 -0.030 0.030 -0.007
H 2.96353 -3.06477 2.03043 -0.013 -0.009 0.025
H 4.20373 -1.82136 1.97661 -0.004 0.018 0.019
```
Forces are in eV/Å.

Computed, not measured: a structure of composition C11H21CrNSi in a non-equilibrium geometry, with ωB97M-V/def2-TZVPD.

Charge: -1
Relative energy (zero: lowest compared OMol25 entry of this formula, charge and spin) (kcal per mole): 0.00
2S+1: 4
Frontier orbital gap (alpha / beta) (eV): 4.821 / 6.078
Expectation value of S²: 3.81
Energy (eV): -49533.163

The geometry in XYZ format:
```
35
Properties=species:S:1:pos:R:3:forces:R:3
C -1.03580 0.89345 -1.85420 1.243 0.804 -0.815
C 0.34992 0.60743 -2.05503 -0.789 1.325 -0.593
C 1.10386 1.40274 -1.12586 0.382 0.517 -0.334
C 0.18286 2.19044 -0.36688 -0.079 0.394 -0.894
C -1.13734 1.87159 -0.80065 0.638 0.403 -0.427
Cr -0.16635 0.07182 0.02894 3.966 -0.329 -0.103
N -1.74364 -0.34610 0.27776 -6.373 -2.380 1.849
C 0.01942 -2.18397 0.06657 0.421 0.092 -0.288
C 1.04464 -1.64994 -0.72537 -0.054 -0.963 0.741
H 2.19339 1.39270 -1.02040 -0.519 0.060 -0.031
H 0.75592 -0.03365 -2.84282 -0.197 0.285 0.541
H 0.44184 2.87789 0.44350 -0.173 -0.382 -0.514
H -2.05251 2.29815 -0.39403 0.338 -0.319 -0.113
H -1.84679 0.45908 -2.43353 0.203 0.038 0.452
H 1.01172 -1.84717 -1.80796 -0.063 0.383 0.651
H -0.84071 -2.64893 -0.42588 0.334 0.273 0.343
H -2.73055 -0.57215 0.41198 0.640 0.064 0.010
H 2.05650 -1.49724 -0.32559 -0.440 -0.020 -0.055
H 0.15285 -2.40910 1.12959 -0.054 0.234 -0.409
C 0.31304 2.05061 4.68688 -0.018 0.144 0.276
Si 0.09704 0.39770 3.79919 0.870 -0.051 -1.687
C 1.46304 -0.72061 4.48364 -0.179 -0.042 0.534
C -1.57663 -0.23640 4.35674 -0.220 -0.207 0.268
C 0.57830 0.56538 1.97436 0.660 0.272 0.533
H 0.30445 1.87314 5.77237 -0.013 0.161 -0.105
H -0.49142 2.75991 4.45277 0.102 -0.115 0.015
H 1.26759 2.52641 4.42493 -0.163 -0.136 0.035
H 1.38499 -0.77957 5.57976 0.202 -0.201 -0.126
H 1.40052 -1.73056 4.05617 0.018 0.171 0.114
H 2.44045 -0.29321 4.21406 -0.273 -0.106 0.103
H -2.38874 0.46945 4.13637 0.209 -0.130 -0.045
H -1.84501 -1.20860 3.92330 0.099 0.228 0.017
H -1.52054 -0.35024 5.45262 -0.132 -0.020 -0.197
H 0.86644 1.64367 1.92492 -0.184 -0.532 0.055
H 1.58554 0.07488 1.91589 -0.403 0.085 0.199
```
Forces are in eV/Å.